(1)
{
  "formula": "C46H89F4N7O5P",
  "method": "the ωB97M-V functional and the def2-TZVPD basis",
  "homo_energy_ev": -9.58,
  "fmax_ev_per_a": 4.95,
  "homo_lumo_gap_ha": 0.2640,
  "charge": 1,
  "species": ["C", "C", "C", "C", "C", "C", "C", "F", "F", "C", "F", "F", "C", "C", "O", "C", "C", "C", "N", "C", "C", "C", "C", "C", "C", "C", "C", "C", "N", "C", "C", "C", "C", "O", "C", "N", "N", "C", "P", "O", "O", "O", "H", "H", "H", "H", "H", "H", "H", "H", "H", "H", "H", "H", "H", "H", "H", "H", "H", "H", "H", "H", "H", "H", "H", "H", "H", "H", "H", "H", "H", "H", "H", "H", "H", "H", "H", "H", "H", "H", "H", "H", "H", "H", "H", "H", "C", "C", "N", "C", "C", "C", "C", "H", "H", "H", "H", "H", "H", "H", "H", "H", "H", "H", "H", "H", "H", "H", "C", "C", "N", "C", "C", "C", "C", "H", "H", "H", "H", "H", "H", "H", "H", "H", "H", "H", "H", "H", "H", "H", "C", "C", "N", "C", "C", "C", "C", "H", "H", "H", "H", "H", "H", "H", "H", "H", "H", "H", "H", "H", "H", "H"],
  "coordinates": [[2.883, 6.260, 3.579], [2.308, 5.864, 2.568], [1.529, 5.074, 1.428], [0.055, 4.867, 1.945], [-0.725, 3.536, 1.642], [0.086, 2.195, 1.426], [0.838, 1.978, -0.004], [0.607, 0.674, -0.533], [2.230, 2.070, 0.077], [0.371, 2.991, -1.136], [-0.778, 2.552, -1.839], [1.411, 2.999, -2.112], [0.956, 1.990, 2.742], [0.417, 2.510, 4.168], [1.005, 1.685, 5.212], [1.176, 2.447, 6.429], [2.699, 2.767, 6.784], [2.961, 4.333, 7.095], [0.994, 0.538, 2.956], [2.255, -0.224, 2.883], [3.549, 0.454, 2.366], [4.326, 1.575, 2.998], [5.609, 2.089, 2.368], [6.169, 1.516, 1.097], [5.408, 0.396, 0.449], [5.867, -0.310, -0.910], [4.158, -0.115, 1.088], [-0.231, -0.070, 2.426], [-0.678, -1.245, 2.818], [-0.056, -2.063, 3.923], [-0.096, -1.202, 5.296], [-1.841, -1.881, 2.156], [-1.260, -2.710, 0.897], [-1.462, -4.134, 1.151], [-1.953, -2.380, -0.487], [-1.414, -3.383, -1.494], [-0.666, 0.876, 1.477], [-2.037, 1.020, 0.983], [-3.407, 1.334, 2.218], [-4.587, 0.427, 1.930], [-2.968, 1.012, 3.822], [-4.011, 2.906, 2.034], [3.400, 6.236, 4.581], [2.156, 4.164, 1.222], [1.533, 5.743, 0.515], [-0.576, 5.735, 1.549], [0.053, 5.031, 3.075], [-1.478, 3.411, 2.494], [-1.398, 3.731, 0.734], [0.265, 4.067, -0.809], [1.895, 2.597, 2.615], [-0.711, 2.521, 4.268], [0.891, 3.539, 4.326], [0.607, 3.426, 6.451], [0.755, 1.809, 7.277], [2.930, 2.235, 7.769], [3.444, 2.371, 6.036], [2.226, 5.007, 6.561], [4.001, 4.552, 6.675], [3.012, 4.543, 8.205], [2.062, -1.159, 2.251], [2.470, -0.639, 3.931], [3.931, 2.021, 3.951], [6.191, 2.907, 2.875], [7.121, 1.851, 0.596], [4.954, -0.504, -1.566], [6.656, 0.279, -1.458], [6.237, -1.352, -0.617], [3.615, -0.976, 0.577], [1.003, -2.389, 3.662], [-0.619, -3.007, 4.150], [-0.676, -0.238, 5.110], [0.936, -0.949, 5.672], [-0.709, -1.772, 6.067], [-2.735, -1.248, 1.924], [-2.257, -2.704, 2.833], [-0.123, -2.568, 0.867], [-0.711, -4.627, 0.750], [-1.541, -1.372, -0.854], [-3.081, -2.379, -0.476], [-1.232, -2.842, -2.358], [-0.454, -3.567, -1.148], [-2.315, 0.041, 0.460], [-2.158, 1.783, 0.141], [-2.950, 1.843, 4.343], [-4.980, 2.804, 1.894], [-0.583, -0.259, -8.426], [-0.526, 0.111, -6.950], [0.659, -0.390, -6.267], [0.574, -0.292, -4.815], [0.500, 1.106, -4.200], [1.944, -0.010, -6.843], [2.247, 1.482, -6.987], [-0.489, -1.338, -8.567], [-1.542, 0.052, -8.849], [0.201, 0.237, -9.002], [-1.413, -0.323, -6.477], [-0.622, 1.201, -6.853], [1.417, -0.830, -4.367], [-0.315, -0.849, -4.492], [1.463, 1.613, -4.231], [0.217, 1.027, -3.150], [-0.244, 1.738, -4.689], [2.020, -0.468, -7.835], [2.750, -0.480, -6.271], [1.405, 2.043, -7.398], [3.090, 1.619, -7.670], [2.534, 1.931, -6.036], [-0.625, -9.503, -0.113], [0.810, -9.011, 0.028], [0.949, -7.860, 0.913], [2.255, -7.214, 0.821], [3.478, -8.020, 1.258], [0.427, -8.022, 2.265], [0.985, -9.165, 3.114], [-1.290, -8.696, -0.428], [-0.673, -10.291, -0.869], [-1.006, -9.925, 0.820], [1.150, -8.726, -0.973], [1.443, -9.848, 0.346], [2.232, -6.274, 1.383], [2.406, -6.912, -0.222], [3.538, -8.107, 2.343], [4.389, -7.510, 0.930], [3.495, -9.021, 0.824], [-0.659, -8.150, 2.198], [0.550, -7.082, 2.815], [1.051, -10.104, 2.561], [0.326, -9.340, 3.970], [1.969, -8.928, 3.516], [-5.457, 3.423, -1.517], [-6.062, 3.674, -2.891], [-5.139, 4.302, -3.827], [-5.792, 4.805, -5.033], [-6.443, 3.783, -5.966], [-3.874, 3.611, -4.044], [-3.924, 2.166, -4.544], [-5.046, 4.343, -1.091], [-6.228, 3.054, -0.835], [-4.665, 2.670, -1.551], [-6.921, 4.337, -2.747], [-6.460, 2.729, -3.282], [-5.075, 5.401, -5.608], [-6.563, 5.519, -4.724], [-5.701, 3.224, -6.535], [-7.075, 4.302, -6.692], [-7.080, 3.077, -5.430], [-3.314, 3.623, -3.102], [-3.254, 4.199, -4.729], [-4.660, 1.563, -4.008], [-2.948, 1.694, -4.396], [-4.142, 2.114, -5.610]]
}

(2)
{
  "formula": "C46H91AsF6N10P",
  "method": "the ωB97M-V functional and the def2-TZVPD basis",
  "homo_energy_ev": [-20.54, -20.54],
  "spin_multiplicity": 2,
  "fmax_ev_per_a": 6.79,
  "homo_lumo_gap_ha": [0.1931, 0.0505],
  "s2": 0.767,
  "charge": 6,
  "species": ["As", "F", "F", "F", "F", "F", "F", "C", "C", "N", "C", "C", "N", "C", "C", "H", "H", "H", "H", "H", "H", "H", "H", "H", "H", "H", "C", "C", "N", "C", "C", "N", "C", "C", "H", "H", "H", "H", "H", "H", "H", "H", "H", "H", "H", "C", "C", "N", "C", "C", "N", "C", "C", "H", "H", "H", "H", "H", "H", "H", "H", "H", "H", "H", "C", "C", "N", "C", "C", "N", "C", "C", "H", "H", "H", "H", "H", "H", "H", "H", "H", "H", "H", "C", "C", "N", "C", "C", "N", "C", "C", "H", "H", "H", "H", "H", "H", "H", "H", "H", "H", "H", "C", "C", "C", "C", "P", "C", "C", "C", "C", "C", "C", "C", "C", "C", "C", "C", "C", "H", "H", "H", "H", "H", "H", "H", "H", "H", "H", "H", "H", "H", "H", "H", "H", "H", "H", "H", "H", "H", "H", "H", "H", "H", "H", "H", "H", "H", "H", "H", "H", "H", "H", "H", "H"],
  "coordinates": [[1.975, 0.672, 0.657], [0.910, -0.570, 0.007], [1.416, 1.767, -0.767], [3.023, 1.977, 1.228], [2.440, -0.489, 2.019], [3.355, 0.051, -0.321], [0.700, 1.366, 1.778], [-1.224, 4.765, 0.619], [-1.551, 3.490, -0.125], [-1.921, 3.781, -1.468], [-1.140, 3.732, -2.643], [-1.870, 3.926, -3.792], [-3.172, 3.908, -3.365], [-3.192, 4.108, -1.987], [-4.285, 3.773, -4.147], [-0.850, 4.524, 1.614], [-1.985, 5.544, 0.653], [-0.432, 5.189, 0.003], [-2.384, 3.006, 0.386], [-0.727, 2.778, -0.176], [-0.072, 3.614, -2.527], [-1.576, 4.006, -4.828], [-4.096, 3.974, -1.412], [-4.689, 2.767, -4.037], [-4.057, 3.924, -5.202], [-5.051, 4.444, -3.759], [0.683, -3.613, -0.908], [2.011, -4.041, -0.287], [2.929, -4.741, -1.343], [3.769, -5.717, -0.983], [4.488, -6.032, -2.127], [4.027, -5.272, -3.244], [2.978, -4.504, -2.723], [4.578, -5.229, -4.621], [0.199, -4.524, -1.260], [0.883, -2.857, -1.667], [-0.004, -3.150, -0.200], [1.919, -4.765, 0.522], [2.437, -3.070, -0.033], [3.856, -6.007, 0.053], [5.260, -6.786, -2.164], [2.434, -3.797, -3.331], [4.998, -4.242, -4.813], [3.870, -5.564, -5.380], [5.354, -5.983, -4.753], [2.225, 5.533, 0.242], [2.129, 5.942, 1.736], [2.955, 5.062, 2.559], [4.319, 5.059, 2.708], [4.747, 4.153, 3.605], [3.637, 3.457, 4.067], [2.585, 3.966, 3.332], [3.778, 2.259, 4.879], [3.264, 5.260, 0.057], [2.060, 6.405, -0.390], [1.594, 4.708, -0.087], [1.150, 5.976, 2.214], [2.686, 6.878, 1.780], [4.929, 5.779, 2.183], [5.714, 3.832, 3.964], [1.577, 3.595, 3.443], [2.957, 2.032, 5.559], [4.663, 2.326, 5.510], [3.784, 1.340, 4.293], [2.998, -0.670, -3.138], [2.239, 0.524, -3.779], [2.299, 0.574, -5.191], [3.408, 0.803, -5.942], [3.090, 0.547, -7.300], [1.730, 0.516, -7.403], [1.260, 0.433, -6.123], [0.964, 0.563, -8.667], [3.873, -0.115, -2.798], [3.315, -1.312, -3.959], [2.409, -1.080, -2.318], [2.743, 1.438, -3.464], [1.202, 0.635, -3.463], [4.326, 1.018, -5.414], [3.756, 0.656, -8.144], [0.189, 0.370, -6.001], [0.545, 1.568, -8.718], [0.138, -0.144, -8.594], [1.555, 0.408, -9.569], [4.238, -1.711, 4.252], [5.326, -2.792, 4.004], [5.680, -3.001, 2.621], [6.331, -4.171, 2.082], [6.300, -4.086, 0.717], [5.722, -2.838, 0.402], [5.366, -2.208, 1.511], [5.683, -2.310, -0.889], [4.471, -0.736, 3.824], [4.064, -1.499, 5.307], [3.256, -2.025, 3.898], [5.021, -3.820, 4.201], [6.244, -2.678, 4.581], [6.732, -4.961, 2.700], [6.722, -4.725, -0.045], [4.700, -1.358, 1.525], [6.204, -3.034, -1.516], [6.167, -1.333, -0.896], [4.646, -2.129, -1.173], [-8.627, -1.720, 2.780], [-8.050, -1.600, 1.357], [-6.912, -2.611, 1.089], [-5.587, -2.567, 1.964], [-4.638, -0.932, 1.914], [-2.909, -1.160, 2.598], [-2.806, -2.106, 3.719], [-1.430, -2.188, 4.407], [-0.118, -2.485, 3.691], [-4.580, -0.590, 0.212], [-3.591, -1.408, -0.718], [-2.203, -0.707, -1.074], [-2.329, -0.023, -2.466], [-5.526, 0.441, 2.695], [-5.061, 1.899, 2.154], [-5.591, 3.024, 3.009], [-4.928, 4.301, 2.508], [-9.530, -2.330, 2.770], [-8.918, -0.732, 3.138], [-7.954, -2.136, 3.530], [-7.800, -0.559, 1.152], [-8.893, -1.776, 0.689], [-6.804, -2.725, 0.010], [-7.237, -3.629, 1.303], [-4.852, -3.316, 1.670], [-5.650, -2.747, 3.037], [-2.402, -0.225, 2.836], [-2.432, -1.469, 1.668], [-3.221, -3.094, 3.521], [-3.441, -1.741, 4.526], [-1.584, -2.706, 5.354], [-1.330, -1.136, 4.676], [0.032, -1.833, 2.830], [-0.131, -3.516, 3.336], [0.698, -2.141, 4.326], [-4.410, 0.473, 0.042], [-5.618, -0.769, -0.070], [-4.153, -1.521, -1.645], [-3.374, -2.422, -0.385], [-1.457, -1.502, -1.069], [-1.924, 0.098, -0.394], [-2.591, -0.806, -3.177], [-1.329, 0.329, -2.718], [-3.145, 0.694, -2.564], [-5.417, 0.305, 3.771], [-6.597, 0.347, 2.513], [-5.181, 2.085, 1.087], [-3.983, 1.966, 2.303], [-5.424, 2.861, 4.073], [-6.676, 3.061, 2.908], [-3.857, 4.316, 2.709], [-5.444, 5.117, 3.015], [-4.966, 4.596, 1.460]]
}

| no. | total energy (eV) |
| --- | --- |
| 1 | -89958.508 |
| 2 | -150447.257 |